(1)
Here is a molecular structure, C29H30F5N2O7S2Ti at a distorted geometry from the Open Molecules 2025 dataset. Energies are from ωB97M-V/def2-TZVPD.

The value obtained for the frontier orbital gap (alpha / beta) is 4.14 / 8.02 eV. The multiplicity is 3. Its largest force on an atom is 3.18 eV Å⁻¹. For the HOMO energy (alpha / beta), the calculation gives -1.926 / -5.811 eV. As for the charge: -1.

```
76
Properties=species:S:1:pos:R:3:lowdin_spin:R:1
Ti -0.8044 -0.0521 -0.5380 0.843
S -1.2258 2.6353 1.5786 0.171
S 2.2616 -1.7923 1.4745 0.001
F 4.9554 -1.6930 -4.2544 0.000
F 5.4967 -0.6764 -1.7795 0.000
F 2.4193 -1.4336 -5.2564 0.000
F 0.5004 -0.2505 -3.8437 0.001
F 3.5973 0.5391 -0.3540 0.000
O 1.0128 0.7023 -1.2686 0.003
O -0.6858 1.3925 0.8179 0.068
O -0.6639 -1.5519 -1.7595 -0.005
O 1.1873 -1.4274 0.5040 0.002
O -4.8191 1.1369 -1.3377 -0.001
O -3.1445 -2.7031 1.5557 0.007
O -1.5330 -1.2955 0.9045 0.006
N -1.3338 1.5037 -2.0553 0.004
N -2.9045 0.0012 -0.7465 -0.008
C 1.2606 0.3850 2.9489 0.002
C 0.4351 -4.6523 4.5056 0.000
C -2.3717 -2.6979 -2.9715 0.012
C 3.9899 -1.0970 -3.5348 0.000
C -1.0069 3.9874 0.6054 0.148
C 2.3694 -3.5771 3.5597 0.000
C 1.5342 -2.9065 2.6761 0.000
C -3.6914 -0.9308 0.0401 0.000
C -0.9696 -2.5312 -2.4745 0.090
C 3.2605 0.0145 -1.5420 0.000
C -2.7034 2.0240 -1.9830 0.002
C -0.7433 6.2324 -1.0888 0.206
C 0.1658 -3.1091 2.6748 0.000
C 0.2469 4.2780 -0.0362 0.157
C -3.5967 0.9944 -1.3291 0.000
C 4.2561 -0.5871 -2.2779 0.000
C 1.8119 -4.4494 4.4842 0.000
C 0.3470 5.3881 -0.8540 0.019
C 0.1275 2.6783 2.8411 0.044
C 1.7256 -0.3552 -3.2823 0.000
C -2.1255 4.8341 0.3369 0.100
C -2.7540 -1.7345 0.9204 0.003
C 1.9298 0.1321 -1.9830 0.001
C -1.9901 5.9201 -0.4828 0.044
C 0.0622 -3.5578 -2.8193 0.012
C 2.5343 -0.3811 2.5838 0.001
C 2.7101 -0.9620 -4.0345 0.000
C -0.3828 -3.9885 3.6029 0.000
C 1.3718 1.8524 2.5276 0.011
H 3.4433 -3.4254 3.5246 0.000
H 0.0050 -5.3374 5.2261 0.000
H -4.4215 -0.4132 0.6686 0.000
H -0.6279 2.2190 -1.9096 0.003
H -1.1440 1.0745 -2.9532 0.003
H -2.8544 6.5455 -0.6748 -0.001
H -2.6702 -3.7461 -2.9749 0.003
H 3.0551 -0.8015 3.4452 0.000
H 2.2243 2.3107 3.0425 0.002
H -3.1118 2.2952 -2.9568 0.000
H -2.7152 2.9193 -1.3609 0.003
H 1.2974 5.5968 -1.3339 -0.004
H 0.3963 -0.0574 2.4566 0.001
H 1.0880 3.6059 0.0860 0.012
H 1.0597 -3.1355 -2.7132 0.000
H -3.0520 -2.0965 -2.3714 0.000
H -0.3460 2.3229 3.7609 0.001
H 3.2370 0.2543 2.0463 0.000
H -0.4649 -2.5837 1.9669 0.000
H -1.4556 -4.1377 3.5976 0.000
H -0.0387 -4.3852 -2.1072 0.005
H -0.6459 7.0931 -1.7369 0.016
H -3.0843 4.5989 0.7872 0.002
H 1.5840 1.8884 1.4568 0.001
H -2.4081 -2.3387 -4.0074 0.004
H -0.0901 -3.9560 -3.8228 0.002
H 2.4511 -4.9774 5.1811 0.000
H -4.2758 -1.6229 -0.5743 0.000
H 0.3573 3.7354 2.9694 0.005
H 1.0887 0.3162 4.0263 0.000
```


(2)
Here is a molecular structure, C29H30MnN6O5S2 at a distorted geometry from the Open Molecules 2025 dataset. Energies are from ωB97M-V/def2-TZVPD.

The value obtained for the frontier orbital gap (alpha / beta) is 7.63 / 6.86 eV. The multiplicity is 2. Its largest force on an atom is 1.38 eV Å⁻¹. For the HOMO energy (alpha / beta), the calculation gives -7.681 / -6.980 eV.

```
73
Properties=species:S:1:pos:R:3:lowdin_spin:R:1
Mn 0.1479 0.5151 0.1488 0.991
S -3.5471 -0.4499 -2.6472 0.000
S 0.0883 1.4325 2.9784 -0.010
O -0.1111 3.9170 -1.9490 0.005
O -0.1903 -3.5080 0.9990 -0.005
O -2.1854 -0.0263 -2.2215 0.001
O 2.5741 -2.7048 1.0294 0.001
O -0.3755 2.3678 -0.3629 0.021
N -1.6613 -0.3122 0.6894 0.006
N 1.6231 -0.6612 3.5295 0.002
N 0.5857 0.3826 -1.8696 -0.005
N 0.6977 -1.3875 0.5786 -0.005
N -0.6244 -1.0242 3.6769 0.002
N 2.1700 0.7703 0.5635 -0.004
C 0.3739 -0.1698 3.4077 0.003
C -2.8112 0.3516 0.8039 -0.001
C -1.6468 -1.6434 0.8116 -0.006
C 2.0214 -1.6529 0.7528 0.000
C -1.0198 -0.6725 -4.9868 0.000
C -5.4701 2.1507 -1.2111 0.000
C -3.3049 2.9106 -1.9212 0.000
C -0.1189 0.0445 -5.7589 0.000
C -4.0077 -0.3010 1.0535 0.002
C 2.8359 1.9243 0.5593 0.004
C -3.3488 -1.2453 -4.2884 0.000
C 0.7576 1.7533 -2.3846 0.002
C -2.8023 -2.3687 1.0433 0.001
C 2.8449 -0.3829 0.6511 0.000
C -5.4412 3.0598 -0.1639 0.000
C 4.9235 0.7814 0.7020 0.003
C -3.2694 3.8178 -0.8714 0.000
C 0.0313 2.7846 -1.5079 0.003
C -4.3879 1.0676 -3.2143 0.000
C -2.3907 -0.5121 -5.1702 0.000
C 4.2271 -0.4153 0.7274 -0.001
C -1.9416 1.0855 -6.9236 0.000
C -0.2891 -2.3115 0.7933 -0.002
C -4.0011 -1.6848 1.1639 -0.005
C 4.2176 1.9739 0.6227 0.000
C -4.3404 3.8921 0.0083 0.000
C -0.5775 0.9290 -6.7254 0.000
C -2.8427 0.3685 -6.1499 0.000
C -4.3987 2.0722 -2.0976 0.000
H 4.7237 2.9287 0.6127 0.000
H -5.3993 0.7711 -3.4992 0.000
H -4.3204 4.5994 0.8272 0.000
H -3.8502 1.4403 -4.0850 0.000
H -0.6619 -1.3666 -4.2360 0.000
H -2.7279 -3.4438 1.1334 0.000
H 0.1263 1.4914 -7.3245 0.000
H -2.9949 -2.2503 -4.0563 0.000
H 1.7996 -1.6545 3.5044 0.000
H -2.7589 1.4262 0.6825 0.000
H -4.9234 -2.2214 1.3476 0.000
H 0.3916 1.8554 -3.4080 0.000
H 2.3725 -0.0511 3.2529 0.000
H -3.9078 0.4898 -6.3108 0.000
H -6.2820 3.1259 0.5151 0.000
H -1.5675 -0.7000 3.5554 0.000
H 1.3406 -0.2346 -2.1454 -0.002
H -4.9192 0.2728 1.1403 0.000
H -0.2876 0.0037 -2.2402 0.001
H 0.9449 -0.0879 -5.6076 0.000
H -2.3883 4.4344 -0.7547 0.000
H -0.4610 -1.9989 3.8683 0.000
H -4.3506 -1.3278 -4.7140 0.000
H 2.2257 2.8186 0.5094 0.000
H -2.4672 2.8647 -2.6030 0.000
H 6.0047 0.7883 0.7518 0.000
H 4.7157 -1.3763 0.8113 0.000
H -6.3272 1.4980 -1.3412 0.000
H 1.8160 2.0201 -2.3892 0.000
H -2.3051 1.7669 -7.6815 0.000
```


(3)
Here is a gas-phase ion, C29H30N3 (charge +1) at a distorted geometry from the Open Molecules 2025 dataset. Energies are from ωB97M-V/def2-TZVPD.

Its structure (SMILES) is C(=C(c1ccccc1)c1ccccc1)[C@H](c1ccccc1)[N@H+]1CCC[C@H]1Cn1ccnc1. The value obtained for the frontier orbital gap is 8.38 eV. Its largest force on an atom is 2.83 eV Å⁻¹. For the HOMO energy, the calculation gives -11.186 eV. As for the charge: +1.

```
62
Properties=species:S:1:pos:R:3:lowdin_charge:R:1
N -1.7991 -0.3034 -0.5564 0.023
N 1.8944 -0.0507 -4.1697 0.053
N 0.8297 0.8075 -2.4295 -0.099
C 1.7783 -0.9996 2.1188 -0.195
C 0.9590 0.8118 -3.8059 -0.156
C 2.5143 -3.2432 2.7877 -0.063
C -3.9124 0.5575 -1.3532 -0.119
C 2.3803 -0.6446 -3.0261 -0.130
C -5.5426 -1.0267 2.3151 -0.063
C 2.1050 1.7989 2.9690 -0.025
C -3.1760 -0.7551 -1.0892 -0.055
C 1.5090 -2.2683 2.6777 -0.031
C -3.2257 -1.6008 1.9522 -0.043
C -0.1847 1.5567 -1.6507 -0.044
C -0.4972 -0.4799 1.4728 0.016
C 1.7088 -0.1366 -1.9373 -0.075
C 0.7739 3.8535 1.6641 -0.065
C 4.1109 -1.7097 1.8256 -0.060
C 3.8181 -2.9582 2.3719 -0.076
C 1.0290 1.4573 2.1185 -0.155
C 0.6998 0.0285 1.8862 -0.100
C -3.9391 0.7280 1.8874 -0.039
C 1.8682 4.1638 2.4726 -0.064
C 0.3162 2.5362 1.5626 -0.054
C -4.5358 -1.9848 2.2238 -0.064
C 2.5232 3.1231 3.1396 -0.051
C -2.8156 1.6188 -1.5103 -0.113
C -2.9797 -0.2586 1.6211 -0.186
C 3.0987 -0.7404 1.7027 -0.057
C -1.5321 0.8158 -1.6179 -0.191
C -5.2383 0.3303 2.2068 -0.062
C -1.7153 0.1233 0.8392 -0.231
H 5.1186 -1.4600 1.4854 0.112
H 2.6266 1.0088 3.5179 0.123
H -0.6141 2.3768 1.0225 0.075
H -0.5858 -1.5692 1.5470 0.098
H -6.5741 -1.3464 2.4830 0.117
H -0.3486 2.5232 -2.1543 0.148
H -1.7325 1.2051 0.7778 0.098
H -1.5830 0.2315 -2.5367 0.153
H -4.6059 0.7742 -0.5289 0.106
H -2.9327 2.2376 -2.4059 0.137
H 4.6056 -3.7053 2.4688 0.110
H 2.2030 5.1974 2.5793 0.114
H -2.9545 -1.2450 -2.0417 0.138
H -4.4807 0.4712 -2.2838 0.129
H -5.9966 1.0934 2.3979 0.118
H 3.3475 0.2369 1.2752 0.119
H 2.2784 -4.2212 3.2051 0.109
H 3.3668 3.3371 3.7980 0.115
H 0.2507 4.6343 1.1114 0.110
H -3.6635 1.7910 1.8051 0.131
H -1.1366 -1.0772 -0.7062 0.191
H -2.4109 -2.3318 1.9427 0.118
H 3.1694 -1.3855 -3.0412 0.103
H 0.5045 -2.4881 3.0419 0.110
H -4.7504 -3.0431 2.4028 0.119
H -3.6655 -1.4763 -0.4328 0.124
H 1.8079 -0.3647 -0.8855 0.096
H 0.3426 1.4480 -4.4351 0.128
H -2.7906 2.2881 -0.6360 0.120
H 0.2452 1.7754 -0.6638 0.104
```